# 1
Entry from OMol25: C39H34ClN3SSi2W as an isolated structure (ωB97M-V with the def2-TZVPD basis set).

Summary:
Multiplicity = 3
<S²> = 2.019
Electronic energy = -86389.05362 eV
Net charge = +2
Orbital gap (alpha / beta) = 4.086 / 4.343 eV
HOMO level (alpha / beta) = -12.034 / -12.034 eV
Energy relative to the best compared isomer or geometry (same formula, charge and spin) = 0.0 kcal per mole
E_LUMO (alpha / beta) = -7.95 / -7.69 eV

CARTESIAN COORDINATES (ANGSTROEM)
C 0.13938 1.13694 1.73586
C 0.88489 1.54513 0.57476
C -0.05240 1.94462 -0.42557
H 1.96940 1.61008 0.50167
C -1.37115 1.73373 0.09175
C -1.25874 1.24470 1.42818
H -2.07734 1.03829 2.10990
H 0.56523 0.88418 2.69848
H 0.20108 2.40340 -1.37975
H -2.29853 1.99589 -0.41152
W -0.30295 -0.17746 -0.02901
Si -2.24565 -3.18295 -7.73375
C -0.61396 -3.32263 -8.58659
C -0.43074 -4.22844 -9.64620
H -1.24550 -4.89507 -9.93205
C 0.78279 -4.26786 -10.34436
H 0.91241 -4.96631 -11.17654
C 1.82764 -3.40934 -9.97989
H 2.77347 -3.43443 -10.52522
C 1.66251 -2.52036 -8.90873
H 2.47459 -1.84457 -8.62322
C 0.45258 -2.49159 -8.20297
H 0.33289 -1.80689 -7.35955
C -3.26184 -1.84224 -8.49150
C -2.74793 -0.95041 -9.44988
H -1.76831 -1.12410 -9.89787
C -3.47624 0.18496 -9.82984
H -3.05316 0.88860 -10.55257
C -4.74407 0.42194 -9.28600
H -5.29935 1.32262 -9.55568
C -5.30588 -0.51129 -8.40339
H -6.31702 -0.35721 -8.01424
C -4.57188 -1.63650 -8.01561
H -5.00738 -2.35811 -7.32295
H -2.07146 -2.87508 -6.29683
Si -0.05530 -0.38733 -2.48731
C -1.18501 0.89361 -3.38815
C -0.74095 1.66190 -4.47116
H 0.25890 1.50394 -4.87777
C -1.57449 2.64837 -5.01944
H -1.22170 3.24629 -5.85784
C -2.84265 2.88585 -4.48482
H -3.50043 3.63866 -4.91828
C -3.27273 2.15560 -3.37587
H -4.23028 2.36909 -2.89737
C -2.45510 1.14641 -2.86353
H -2.83193 0.56470 -2.01763
C 1.59851 -0.32920 -3.38551
C 2.65997 0.50812 -3.00121
H 2.65510 1.02372 -2.03937
C 3.74592 0.69603 -3.86714
H 4.55623 1.37200 -3.59503
C 3.80876 0.01615 -5.08645
H 4.63468 0.18566 -5.78090
C 2.81959 -0.91755 -5.40599
H 2.89036 -1.52049 -6.31262
C 1.72395 -1.09663 -4.55188
H 0.96794 -1.84224 -4.80695
H -2.90821 -4.51312 -7.82689
Cl -0.88919 -2.27996 -2.85482
N -0.29025 -2.67554 3.12606
C 1.06934 -2.41418 3.35805
C 1.76200 -2.48557 4.55730
C 3.02111 -1.86916 4.60362
C 3.51006 -1.15418 3.49501
C 2.76241 -1.05578 2.30969
C 1.52640 -1.69319 2.25557
N 0.42641 -1.52031 1.37001
C -0.64844 -2.18648 1.91396
C -1.96363 -2.04842 1.32908
C -3.21460 -2.38819 1.81667
S -4.47909 -1.88933 0.72272
C -3.32487 -1.21115 -0.35009
N -2.03147 -1.29016 0.14365
H -0.93909 -3.13432 3.75544
H 1.30427 -3.00864 5.39805
H 3.62305 -1.94116 5.51647
H 4.48354 -0.65744 3.56672
H 3.09676 -0.52479 1.42422
H -3.35620 -2.90561 2.75931
H -3.53286 -1.08445 -1.40961


# 2
Entry from OMol25: a 2-piece molecular cluster, C2H3F4N overall (ωB97M-V with the def2-TZVPD basis set).

Summary:
Electronic energy = -14477.09688 eV
Orbital gap (alpha / beta) = 12.284 / 6.612 eV
HOMO level (alpha / beta) = -12.223 / -8.943 eV
Energy relative to the best compared isomer or geometry (same formula, charge and spin) = 127.8 kcal per mole
E_LUMO (alpha / beta) = 0.06 / -2.33 eV

CARTESIAN COORDINATES (ANGSTROEM)
C 2.35421 0.29896 0.13522
C -1.58307 -0.45256 0.16272
N -0.79159 0.61202 -0.25079
F -2.55018 -0.08956 1.05888
F -0.82538 -1.33186 0.82475
F -2.28317 -1.06183 -0.81379
F -1.22912 0.99447 -1.47257
H 2.25659 0.16493 1.22879
H 2.11469 1.29350 -0.30179
H 2.53702 -0.42806 -0.57143


# 3
Entry from OMol25: a 2-piece molecular cluster, C4H14NO2 overall (ωB97M-V with the def2-TZVPD basis set).

Summary:
Electronic energy = -9953.27627 eV
Net charge = +1
Orbital gap = 10.073 eV
HOMO level = -13.516 eV
Energy relative to the best compared isomer or geometry (same formula, charge and spin) = 34.2 kcal per mole
E_LUMO = -3.44 eV

CARTESIAN COORDINATES (ANGSTROEM)
C -0.18262 -1.40655 0.30903
C -0.91228 -0.42671 -0.60745
C -0.88018 1.09830 -0.15167
C -1.26370 1.16495 1.30030
O -2.43604 0.43638 1.68061
N 1.28930 -1.23070 0.05572
H -0.39940 -1.24627 1.36435
H -0.41574 -2.45177 0.11971
H -1.95855 -0.73020 -0.60978
H -0.58458 -0.55678 -1.64865
H -0.01029 1.67595 -0.44097
H -1.61223 1.48596 -0.86731
H -1.60234 2.19399 1.50939
H -0.41622 1.00492 1.96660
H -2.98284 0.35215 0.90511
H 1.53394 -0.29863 -0.31590
H 1.95339 -1.35913 0.81546
H 1.62006 -1.83620 -0.70032
H 3.26909 0.50203 -2.30704
H 3.23075 1.07837 -0.87513
O 2.76047 0.54993 -1.50206


# 4
Entry from OMol25: C40H28BrF4MnN7O2PS as an isolated structure (ωB97M-V with the def2-TZVPD basis set).

Summary:
Multiplicity = 5
<S²> = 6.074
Electronic energy = -188803.67857 eV
Net charge = +2
Orbital gap (alpha / beta) = 5.792 / 7.153 eV
HOMO level (alpha / beta) = -13.186 / -13.359 eV
Energy relative to the best compared isomer or geometry (same formula, charge and spin) = 11.1 kcal per mole
E_LUMO (alpha / beta) = -7.39 / -6.21 eV

CARTESIAN COORDINATES (ANGSTROEM)
Mn 0.24787 0.67760 -1.28257
C 6.37864 -1.61490 3.78865
C 5.47384 -1.20586 2.66805
C 5.79019 -1.48456 1.33851
C 4.91990 -1.15457 0.31489
C 3.72416 -0.52475 0.63042
C 3.39763 -0.19885 1.94167
C 4.27097 -0.54830 2.95086
S 2.62745 -0.11922 -0.67335
O 3.17096 -0.51663 -1.93736
O 2.19954 1.28904 -0.56943
N 1.11629 -0.80254 -0.51344
C 0.83549 -2.15389 -0.46727
C 1.69570 -3.15492 -0.06218
C 1.26840 -4.49118 -0.03262
C -0.00241 -4.83776 -0.40376
C -0.89707 -3.84737 -0.86446
C -2.19962 -4.13129 -1.32955
C -2.95641 -3.11898 -1.85178
C -2.42022 -1.82203 -1.91154
N -1.22771 -1.50907 -1.45534
C -0.47448 -2.49915 -0.91205
H 7.35817 -1.92278 3.43065
H 5.93124 -2.45324 4.32669
H 6.50577 -0.80117 4.50222
H 6.73002 -1.96309 1.09668
H 5.15127 -1.38195 -0.71792
H 2.48122 0.33073 2.16609
H 4.02605 -0.30420 3.97678
H 2.70044 -2.90691 0.24730
H 1.96337 -5.25591 0.28687
H -0.31968 -5.87215 -0.37806
H -2.57231 -5.14690 -1.28708
H -3.94978 -3.30325 -2.23699
H -3.00102 -1.02341 -2.35723
N 0.82892 4.32321 -3.08893
C 0.34948 3.72843 -1.99997
N 0.25453 2.43481 -2.24825
C 0.73063 2.29972 -3.53481
N 1.07769 3.43807 -4.06386
C 0.80439 0.97555 -4.13064
C 1.13581 0.73468 -5.45942
N 1.14920 -0.49809 -5.93855
C 0.85326 -1.49462 -5.11777
C 0.54705 -1.27050 -3.77947
N 0.51488 -0.03574 -3.29397
H 1.03007 5.30153 -3.23718
H 0.07771 4.22317 -1.08072
H 1.38595 1.54781 -6.12990
H 0.85592 -2.49538 -5.53008
H 0.33427 -2.08497 -3.10204
F -7.11991 2.42536 -0.90270
C -5.86655 2.14484 -0.63724
C -5.41948 2.07722 0.67305
F -6.24809 2.30672 1.67052
C -4.09665 1.76103 0.93279
F -3.72712 1.72212 2.20686
C -3.17684 1.48381 -0.08393
P -1.42320 1.16702 0.40701
C -1.15319 2.64445 1.46105
C -0.64762 2.58694 2.75566
C -0.58169 3.74310 3.51953
C -1.02142 4.95392 3.00773
C -1.51271 5.01804 1.71096
C -1.56496 3.87292 0.93518
C -1.52997 -0.24557 1.54901
C -2.66867 -1.01889 1.74449
C -2.62467 -2.10287 2.60649
C -1.45157 -2.43442 3.26816
C -0.30715 -1.67646 3.06338
C -0.34773 -0.59411 2.20196
C -3.66249 1.54374 -1.39124
Br -2.58726 1.09540 -2.88658
C -4.97762 1.88214 -1.66813
F -5.39864 1.94196 -2.92082
H -0.34508 1.64760 3.19283
H -0.20556 3.69101 4.53252
H -0.98943 5.84635 3.61766
H -1.87640 5.95635 1.31286
H -1.96740 3.92116 -0.07207
H -3.58807 -0.79079 1.22160
H -3.52101 -2.68920 2.76211
H -1.42608 -3.28091 3.94098
H 0.61273 -1.93356 3.57295
H 0.54790 -0.02072 2.00853


# 5
Entry from OMol25: C36H42N7O9PS2V as an isolated structure (ωB97M-V with the def2-TZVPD basis set).

Summary:
Multiplicity = 2
<S²> = 0.778
Electronic energy = -123514.92409 eV
Orbital gap (alpha / beta) = 3.533 / 5.875 eV
HOMO level (alpha / beta) = -4.601 / -6.833 eV
Energy relative to the best compared isomer or geometry (same formula, charge and spin) = 17.3 kcal per mole
E_LUMO (alpha / beta) = -1.07 / -0.96 eV

CARTESIAN COORDINATES (ANGSTROEM)
V -0.02340 0.35180 0.32654
O -0.54830 0.28850 2.04324
C 0.01700 0.70220 3.08174
C 1.22100 1.46550 3.08294
C 1.81800 1.93120 4.25234
C 2.95420 2.72760 4.19194
C 3.51870 3.08470 2.95074
C 2.97060 2.62660 1.78584
C 1.81830 1.79820 1.80504
O 1.28370 1.32380 0.75254
N 3.55420 3.20330 5.37844
O 4.52180 3.95060 5.27494
O 3.07580 2.85290 6.45254
H -0.45140 0.46970 4.04734
H 1.40420 1.68230 5.21804
H 4.39500 3.71470 2.95704
H 3.40000 2.86420 0.82044
C -5.12010 -1.32980 -1.16756
N -4.59520 -2.26060 -0.08716
C -5.05580 -1.72420 1.26174
N -4.66170 -0.38340 1.44074
C -5.20730 0.45170 0.38674
N -4.76410 0.01530 -0.92596
C -3.34530 0.26760 -1.12386
P -2.21690 -0.69210 0.03334
C -3.12130 -2.35300 -0.12656
C -3.21720 -0.22450 1.56174
H -6.21160 -1.42820 -1.17766
H -4.70100 -1.66320 -2.12176
H -4.98270 -3.19720 -0.23366
H -4.61440 -2.35980 2.03414
H -6.14910 -1.80390 1.29104
H -4.88980 1.48300 0.54354
H -6.30100 0.40480 0.42394
H -3.15660 1.32880 -0.93776
H -3.09260 0.06400 -2.16766
H -2.78780 -2.97660 0.70594
H -2.81240 -2.82440 -1.05886
H -3.00830 0.82370 1.78624
H -2.86270 -0.82090 2.40764
O 1.37710 2.13320 -1.95416
C 0.79010 1.12820 -2.36176
N 0.03110 0.30530 -1.57046
C -0.47820 -0.69550 -2.31846
O -1.29280 -1.54400 -1.88956
C -0.02720 -0.55020 -3.70246
C -0.28170 -1.26840 -4.85706
C 0.25160 -0.78930 -6.04476
C 1.01270 0.37620 -6.07806
C 1.28510 1.09060 -4.92096
C 0.75590 0.61850 -3.73636
H -0.88230 -2.16680 -4.83766
H 0.06490 -1.32900 -6.96146
H 1.39080 0.73980 -7.02076
H 1.88110 1.98950 -4.93916
C 4.69110 -0.30830 -0.25816
C 4.14500 -0.78040 1.08864
C 2.87550 -1.52570 0.67474
O 2.42250 -0.93450 -0.54526
C 3.40180 -0.01330 -1.01666
H 5.25320 -1.10260 -0.74946
H 5.32010 0.57430 -0.16946
H 3.88740 0.08030 1.71014
H 4.83340 -1.42200 1.63554
H 2.06900 -1.45210 1.41524
H 3.07790 -2.59060 0.48814
H 3.07080 1.01060 -0.80976
H 3.48360 -0.13350 -2.10036
S -1.66110 3.00030 0.56094
C -0.49980 4.21600 0.47734
N 0.59730 4.07640 -0.24746
C 1.60900 5.09760 -0.39126
C 0.98970 6.47090 -0.17316
C 0.25670 6.44450 1.16464
N -0.71270 5.36890 1.13674
H 0.75910 3.19510 -0.75106
H 2.03860 4.99630 -1.38846
H 2.40920 4.92490 0.33774
H 0.27570 6.68580 -0.96906
H 1.76180 7.23630 -0.17026
H -0.27120 7.38380 1.33934
H 0.98110 6.29210 1.97654
H -1.56490 5.45080 1.66754
O 1.27920 -8.15760 -1.38636
C 0.13270 -7.84950 -0.74116
O -0.71290 -8.69010 -0.57856
C 0.00960 -6.46140 -0.25006
C 0.63470 -5.36560 -0.85416
C 0.46830 -4.09250 -0.35286
C -0.30510 -3.88520 0.79214
S -0.48070 -2.31970 1.52814
C -0.93700 -4.98280 1.39334
C -0.79100 -6.24570 0.87424
H 1.89710 -7.41630 -1.38316
H 1.23610 -5.50050 -1.74476
H 0.92910 -3.24230 -0.83736
H -1.51600 -4.81350 2.29144
H -1.27620 -7.09230 1.33904


# 6
Entry from OMol25: C19H13N2OPtS5 as an isolated structure (ωB97M-V with the def2-TZVPD basis set).

Summary:
Electronic energy = -82368.95206 eV
Net charge = -1
Orbital gap = 5.359 eV
HOMO level = -3.481 eV
Energy relative to the best compared isomer or geometry (same formula, charge and spin) = 0.0 kcal per mole
E_LUMO = 1.88 eV

CARTESIAN COORDINATES (ANGSTROEM)
Pt 1.14130 0.24188 0.91629
C -1.29924 -2.03506 3.70552
C -2.56044 -1.53765 3.45429
C -2.70921 -0.48883 2.55696
C -1.58849 -0.00736 1.91046
N -0.37404 -0.50961 2.14357
C -0.21678 -1.48550 3.03649
C -1.62264 1.13456 0.94428
C -2.79596 1.71268 0.50322
C -2.72820 2.78003 -0.38212
C -1.49092 3.23594 -0.78647
C -0.35348 2.60569 -0.30990
N -0.42426 1.57762 0.53584
H -1.13686 -2.84564 4.40172
H -3.42627 -1.95170 3.95388
H -3.68529 -0.07583 2.35274
H 0.79909 -1.81946 3.19209
H -3.75062 1.32131 0.82000
H -3.63537 3.23861 -0.75311
H -1.39168 4.05884 -1.48030
H 0.64949 2.89654 -0.59679
O 0.24102 -6.37463 2.23066
C 0.41160 -5.28173 1.73389
S -0.68657 -4.50170 0.60640
C 0.20268 -2.98945 0.34570
C 1.35761 -2.89562 1.03582
S 2.53754 -1.55943 1.11989
S 1.80760 -4.25750 2.06958
S -0.62317 -1.86471 -0.69940
S 2.77456 1.45396 -0.14282
C 2.46954 1.42177 -1.88005
C 1.55400 0.56435 -2.49074
C 1.35390 0.62131 -3.86374
C 2.05671 1.52124 -4.65375
C 2.97815 2.36944 -4.05012
C 3.18046 2.32305 -2.68029
H 1.00850 -0.16089 -1.89935
H 0.63894 -0.05840 -4.31278
H 1.89524 1.55923 -5.72424
H 3.54306 3.07461 -4.64964
H 3.89851 2.98800 -2.21365


# 7
Entry from OMol25: C3H4N2O as an isolated structure (ωB97M-V with the def2-TZVPD basis set).

Summary:
Electronic energy = -8198.51347 eV
Orbital gap (alpha / beta) = 8.038 / 8.037 eV
HOMO level (alpha / beta) = -8.336 / -8.336 eV
Energy relative to the best compared isomer or geometry (same formula, charge and spin) = 123.9 kcal per mole
E_LUMO (alpha / beta) = -0.30 / -0.30 eV

CARTESIAN COORDINATES (ANGSTROEM)
O 0.16813 -1.53857 0.31382
C 1.10691 -0.30479 -0.20310
C 0.29865 0.13274 0.93369
C -0.75048 0.97277 0.44953
N -0.65325 1.06960 -0.85939
N 0.34963 0.29029 -1.24014
H 0.84695 -2.07808 0.74606
H 0.54819 -0.02982 1.97526
H -1.53272 1.48606 0.99032
H 0.66873 0.39012 -2.19068


# 8
Entry from OMol25: C33H40As2FN5O4Pt as an isolated structure (ωB97M-V with the def2-TZVPD basis set).

Summary:
Electronic energy = -178139.60038 eV
Net charge = +2
Orbital gap = 6.368 eV
HOMO level = -11.276 eV
Energy relative to the best compared isomer or geometry (same formula, charge and spin) = 5.5 kcal per mole
E_LUMO = -4.91 eV

CARTESIAN COORDINATES (ANGSTROEM)
Pt -1.16971 1.91155 -1.86816
C -2.28446 4.36946 1.42887
As -1.60324 2.69835 0.66631
C -2.45382 1.42789 1.87860
C 0.24294 2.74017 1.30236
C 0.58604 2.54835 2.63529
C 1.91600 2.53434 3.03164
C 2.91969 2.71160 2.09285
C 2.59263 2.91804 0.75983
C 1.26075 2.93757 0.35905
As 0.77683 3.27360 -1.49762
C 2.45003 3.17234 -2.46657
C 0.42945 5.18692 -1.51336
H -2.22260 4.36046 2.51718
H -3.32411 4.49605 1.12995
H -1.70272 5.20949 1.05238
H -2.24106 1.63453 2.92676
H -2.13494 0.41540 1.63093
H -3.52889 1.50317 1.71648
H -0.18881 2.41112 3.37997
H 2.16757 2.39040 4.07411
H 3.95816 2.69944 2.39550
H 3.39015 3.06096 0.04221
H 2.87114 2.17070 -2.41179
H 3.14390 3.90079 -2.05011
H 2.26368 3.42187 -3.51046
H 1.12202 5.68535 -0.83733
H -0.59565 5.37015 -1.19432
H 0.56239 5.58564 -2.51861
F 3.06113 -1.42954 2.36584
C 1.99451 -1.95144 1.72634
C 1.26448 -1.12834 0.92074
C 0.17674 -1.63266 0.19938
C -0.57531 -0.75869 -0.69005
O -0.15703 0.42699 -0.80631
C -1.69044 -1.33162 -1.35287
C -1.93594 -2.66730 -1.17338
N -1.24249 -3.48239 -0.36441
C -1.59052 -4.88742 -0.28754
C -2.21838 -5.41653 0.97104
C -3.03328 -5.27856 -0.27956
C -0.15751 -2.98512 0.34015
C 0.59794 -3.80776 1.18538
C 1.69003 -3.31898 1.88339
N 2.41779 -4.18863 2.72120
C 2.83514 -5.48136 2.19976
C 2.59679 -6.54159 3.28107
N 2.72160 -5.87233 4.62685
C 3.81271 -4.84547 4.60129
C 3.36209 -3.67947 3.71225
C -2.67600 -0.62445 -2.28105
O -3.37618 -1.31177 -2.99286
O -2.75884 0.66457 -2.20805
H 1.54281 -0.08676 0.82113
H -2.74952 -3.11112 -1.73134
H -0.89606 -5.52446 -0.82253
H -2.41215 -4.70319 1.76084
H -1.93477 -6.40621 1.30133
H -3.77637 -4.49429 -0.29663
H -3.30428 -6.16675 -0.83019
H 0.30208 -4.83805 1.31173
H 3.89032 -5.46298 1.90197
H 2.26466 -5.74214 1.31328
H 3.33384 -7.34191 3.24526
H 1.59825 -6.97106 3.23130
H 2.88840 -6.56753 5.35475
H 1.83924 -5.40442 4.84218
H 4.69600 -5.35274 4.21729
H 4.01431 -4.51813 5.61853
H 4.25630 -3.22441 3.27802
H 2.86356 -2.92315 4.31751
N -0.10703 5.16111 -6.37356
C -1.32418 5.61828 -5.96480
O -1.80355 6.66423 -6.33529
C -2.06079 4.76278 -4.96771
C -3.43621 4.92751 -4.84881
C -4.12215 4.14708 -3.93877
C -3.41888 3.26137 -3.14219
N -2.08390 3.13877 -3.21891
C -1.42595 3.86376 -4.13474
H 0.33054 5.69206 -7.11120
H 0.10541 4.17865 -6.33962
H -3.93210 5.65461 -5.47775
H -5.19403 4.22124 -3.82901
H -3.90967 2.61969 -2.42738
H -0.35651 3.71231 -4.17526